Entry w
This record from OMol25 describes an isolated ion of composition C6H6NS and charge +1. The level of theory is ωB97M-V with the def2-TZVPD basis set.

* charge: +1
* HOMO-LUMO gap: 8.2714 eV

Structure (XYZ):
```
14
C6H6NS (ωB97M-V with the def2-TZVPD basis set)
C -1.162 -1.529 -0.021
C -0.187 -0.689 0.195
C -1.313 1.364 0.347
C -2.426 0.571 0.050
C 1.712 0.692 -0.477
C 1.138 -0.314 0.503
N -2.541 1.896 0.110
S -2.913 -0.936 -0.326
H -0.939 -2.558 -0.030
H 1.436 0.469 -1.443
H 2.881 0.691 -0.481
H 1.379 1.786 -0.216
H 1.258 -0.097 1.534
H 1.677 -1.346 0.256
```

---

Entry x
This record from OMol25 describes an isolated ion of composition C6H6NS and charge +1. The level of theory is ωB97M-V with the def2-TZVPD basis set.

* charge: +1
* HOMO-LUMO gap: 9.6453 eV

Structure (XYZ):
```
14
C6H6NS (ωB97M-V with the def2-TZVPD basis set)
C 2.955 -1.622 0.470
C 2.088 -0.846 0.153
C -1.122 1.306 0.073
C -2.451 0.942 0.070
C -1.009 -1.028 -0.051
C 1.074 0.355 -0.199
N -0.352 0.098 -0.003
S -2.718 -0.785 0.085
H 3.559 -2.450 0.461
H -0.657 2.253 0.355
H -3.185 1.742 0.101
H -0.544 -1.835 -0.581
H 1.101 0.618 -1.272
H 1.260 1.250 0.341
```

---

Stability, highest: entry x

---

Entry w
This record from OMol25 describes one molecule with the formula C22H26N2O7S. The level of theory is ωB97M-V with the def2-TZVPD basis set.

* HOMO-LUMO gap: 8.8684 eV
* SMILES: CCOC(=O)c1c(C2CC2)csc1NC(=O)COC(=O)CN1C(=O)[C@H]2CCCC[C@H]2C1=O

Structure (XYZ):
```
58
C22H26N2O7S (ωB97M-V with the def2-TZVPD basis set)
C -1.415 3.966 1.485
C -1.351 4.470 0.050
O -0.432 3.707 -0.729
C -0.876 2.559 -1.240
O -2.024 2.167 -1.087
C 0.125 1.818 -1.995
C 1.484 2.183 -2.272
C 2.102 3.453 -1.833
C 3.265 4.044 -2.569
C 1.920 4.693 -2.665
C 2.118 1.218 -2.986
S 1.131 -0.157 -3.343
C -0.185 0.578 -2.529
N -1.401 -0.044 -2.406
C -1.569 -1.336 -2.776
O -0.721 -1.959 -3.376
C -2.919 -1.950 -2.388
O -2.711 -3.143 -1.629
C -1.830 -3.039 -0.642
O -1.243 -2.027 -0.363
C -1.637 -4.350 0.108
N -0.772 -4.091 1.230
C 0.603 -4.275 1.172
O 1.155 -4.972 0.366
C 1.203 -3.385 2.238
C 1.631 -2.112 1.478
C 1.760 -0.913 2.408
C 0.414 -0.644 3.069
C 0.038 -1.819 3.963
C 0.031 -3.139 3.195
C -1.183 -3.321 2.304
O -2.314 -2.957 2.484
H -2.077 4.603 2.066
H -1.798 2.949 1.505
H -0.424 3.979 1.933
H -0.974 5.494 0.007
H -2.342 4.417 -0.413
H 2.074 3.593 -0.759
H 4.034 4.535 -1.993
H 3.638 3.531 -3.441
H 1.752 5.629 -2.157
H 1.379 4.597 -3.594
H 3.137 1.220 -3.316
H -2.065 0.494 -1.839
H -3.458 -2.270 -3.281
H -3.517 -1.244 -1.805
H -1.152 -5.079 -0.547
H -2.605 -4.728 0.444
H 2.066 -3.840 2.726
H 2.571 -2.314 0.963
H 0.879 -1.877 0.722
H 2.076 -0.046 1.827
H 2.517 -1.105 3.172
H 0.456 0.268 3.667
H -0.347 -0.512 2.297
H -0.956 -1.668 4.388
H 0.755 -1.890 4.785
H -0.015 -3.960 3.922
```

---

Entry x
This record from OMol25 describes one molecule with the formula C22H26N2O7S. The level of theory is ωB97M-V with the def2-TZVPD basis set.

* HOMO-LUMO gap: 8.7988 eV
* SMILES: COc1ccc(OC)c(S(=O)(=O)N2CCC(C(=O)NCc3ccc4c(c3)OCO4)CC2)c1

Structure (XYZ):
```
58
C22H26N2O7S (ωB97M-V with the def2-TZVPD basis set)
C 4.051 1.412 0.531
O 4.143 1.188 -0.860
C 3.007 1.188 -1.594
C 3.156 1.017 -2.974
C 2.059 1.024 -3.804
C 0.767 1.200 -3.300
O -0.281 1.133 -4.175
C -1.030 2.325 -4.367
C 0.625 1.339 -1.924
S -0.962 1.518 -1.104
O -0.763 1.149 0.280
O -1.491 2.836 -1.317
N -1.952 0.457 -1.936
C -1.559 -0.933 -1.858
C -1.781 -1.517 -0.465
C -3.184 -1.205 0.095
C -3.095 -1.446 1.606
O -3.616 -2.395 2.155
N -2.357 -0.519 2.253
C -1.821 -0.744 3.582
C -0.328 -0.900 3.457
C 0.531 0.113 3.849
C 1.905 0.040 3.627
C 2.374 -1.080 2.988
C 1.516 -2.106 2.588
C 0.165 -2.040 2.812
O 2.242 -3.089 1.968
C 3.586 -2.665 2.009
O 3.660 -1.395 2.623
C -3.691 0.211 -0.218
C -3.363 0.636 -1.649
C 1.723 1.335 -1.080
H 5.078 1.422 0.893
H 3.577 2.373 0.748
H 3.501 0.613 1.033
H 4.151 0.886 -3.370
H 2.175 0.891 -4.868
H -0.429 3.063 -4.910
H -1.886 2.036 -4.973
H -1.370 2.754 -3.425
H -2.143 -1.472 -2.610
H -0.504 -0.997 -2.132
H -1.644 -2.599 -0.496
H -1.018 -1.104 0.196
H -3.894 -1.930 -0.317
H -1.854 0.172 1.708
H -2.072 0.100 4.230
H -2.293 -1.652 3.967
H 0.130 0.988 4.336
H 2.572 0.829 3.933
H -0.497 -2.830 2.497
H 3.986 -2.601 0.985
H 4.185 -3.388 2.587
H -3.236 0.942 0.450
H -4.771 0.244 -0.062
H -3.924 0.047 -2.380
H -3.588 1.693 -1.792
H 1.530 1.433 -0.024
```

---

Stability, highest: entry w

---

Entry w
This record from OMol25 describes one molecule with the formula C21H26N2O5S. The level of theory is ωB97M-V with the def2-TZVPD basis set.

* HOMO-LUMO gap: 9.4769 eV
* SMILES: CC[C@H](Oc1ccccc1)C(=O)Nc1ccc(S(=O)(=O)NC[C@H]2CCCO2)cc1

Structure (XYZ):
```
55
C21H26N2O5S (ωB97M-V with the def2-TZVPD basis set)
C -6.592 -2.044 -0.291
C -5.089 -2.268 -0.187
C -4.350 -1.082 0.457
O -4.353 0.049 -0.394
C -5.196 1.110 -0.193
C -5.019 2.166 -1.087
C -5.802 3.298 -0.999
C -6.773 3.399 -0.016
C -6.951 2.354 0.870
C -6.173 1.210 0.789
C -2.901 -1.528 0.722
O -2.651 -2.352 1.572
N -2.004 -0.930 -0.101
C -0.626 -1.101 -0.174
C 0.055 -2.038 0.604
C 1.427 -2.161 0.480
C 2.113 -1.361 -0.413
S 3.894 -1.488 -0.503
O 4.292 -2.838 -0.245
O 4.349 -0.830 -1.692
N 4.436 -0.587 0.786
C 4.221 0.836 0.740
C 5.442 1.610 1.282
C 6.700 1.288 0.475
C 6.580 2.263 -0.697
C 5.793 3.437 -0.094
O 5.242 3.000 1.144
C 1.451 -0.434 -1.194
C 0.081 -0.303 -1.077
H -7.037 -1.941 0.696
H -6.811 -1.148 -0.868
H -7.058 -2.892 -0.787
H -4.671 -2.423 -1.184
H -4.883 -3.154 0.415
H -4.791 -0.858 1.434
H -4.260 2.074 -1.850
H -5.652 4.105 -1.700
H -7.386 4.284 0.056
H -7.707 2.418 1.639
H -6.350 0.412 1.492
H -2.404 -0.243 -0.731
H -0.495 -2.656 1.294
H 1.975 -2.889 1.057
H 4.302 -1.034 1.676
H 3.322 1.146 1.289
H 4.091 1.084 -0.314
H 5.555 1.401 2.351
H 7.588 1.502 1.070
H 6.711 0.248 0.158
H 6.026 1.799 -1.511
H 7.550 2.580 -1.074
H 6.438 4.295 0.125
H 4.986 3.772 -0.755
H 2.017 0.161 -1.893
H -0.450 0.415 -1.685
```

---

Entry x
This record from OMol25 describes one molecule with the formula C21H26N2O5S. The level of theory is ωB97M-V with the def2-TZVPD basis set.

* HOMO-LUMO gap: 8.8297 eV
* SMILES: CN(C(=O)COC(=O)CNS(=O)(=O)c1ccc2ccccc2c1)C1CCCCC1

Structure (XYZ):
```
55
C21H26N2O5S (ωB97M-V with the def2-TZVPD basis set)
C -2.595 -1.103 -0.076
N -3.759 -0.325 0.282
C -3.743 0.937 0.737
O -4.743 1.547 1.077
C -2.383 1.632 0.856
O -1.714 1.643 -0.406
C -0.476 2.103 -0.405
O 0.081 2.606 0.537
C 0.209 1.931 -1.759
N 1.578 1.506 -1.535
S 1.561 -0.076 -0.909
O 0.521 -0.180 0.085
O 1.473 -0.972 -2.021
C 3.163 -0.163 -0.139
C 3.320 0.448 1.111
C 4.548 0.430 1.712
C 5.649 -0.195 1.084
C 6.926 -0.228 1.681
C 7.976 -0.840 1.053
C 7.799 -1.447 -0.200
C 6.574 -1.434 -0.807
C 5.472 -0.811 -0.186
C 4.194 -0.778 -0.784
C -5.041 -1.011 0.088
C -5.781 -1.216 1.412
C -7.059 -2.014 1.174
C -7.955 -1.296 0.170
C -7.214 -1.081 -1.146
C -5.938 -0.279 -0.911
H -1.663 -0.627 0.207
H -2.571 -1.273 -1.155
H -2.646 -2.072 0.426
H -2.566 2.661 1.184
H -1.744 1.139 1.598
H 0.209 2.880 -2.302
H -0.295 1.164 -2.347
H 2.004 2.118 -0.847
H 2.460 0.910 1.570
H 4.694 0.893 2.676
H 7.060 0.240 2.646
H 8.950 -0.860 1.518
H 8.640 -1.925 -0.679
H 6.429 -1.900 -1.771
H 4.018 -1.238 -1.744
H -4.799 -1.995 -0.328
H -5.131 -1.741 2.116
H -6.026 -0.241 1.833
H -6.806 -3.006 0.791
H -7.589 -2.146 2.119
H -8.862 -1.879 -0.003
H -8.248 -0.327 0.580
H -6.964 -2.050 -1.585
H -7.856 -0.550 -1.852
H -5.398 -0.139 -1.851
H -6.188 0.703 -0.510
```

---

Stability, highest: entry x

---

Entry w
This record from OMol25 describes one molecule with the formula CH4S3. The level of theory is ωB97M-V with the def2-TZVPD basis set.

* HOMO-LUMO gap: 7.4836 eV
* SMILES: CSSS

Structure (XYZ):
```
8
CH4S3 (ωB97M-V with the def2-TZVPD basis set)
C 1.347 0.458 0.019
S -0.067 1.578 -0.359
S -1.454 0.692 0.554
S -2.410 -1.362 -0.750
H 2.229 1.034 -0.069
H 1.390 -0.362 -0.751
H 1.260 0.153 1.115
H -2.295 -2.192 0.241
```

---

Entry x
This record from OMol25 describes a 2-piece molecular cluster, CH4S3 overall. The level of theory is ωB97M-V with the def2-TZVPD basis set.

* HOMO-LUMO gap (alpha / beta): 8.3078 / 8.3073 eV
* SMILES: S=CS.S

Structure (XYZ):
```
8
CH4S3 (ωB97M-V with the def2-TZVPD basis set)
S 1.906 1.678 0.007
C 1.080 0.260 0.441
S 1.143 -1.433 -0.255
H 0.334 0.427 1.307
H 1.597 -1.072 -1.384
S -2.195 0.685 -0.046
H -1.497 -0.172 0.791
H -2.368 -0.373 -0.862
```

---

Stability, highest: entry w